Record 1
Molecular formula: C15H33N5O7S2
Method: DFT, ωB97M-V with the def2-TZVPD basis set

Structure (XYZ):
```
62
Properties=species:S:1:pos:R:3:forces:R:3:lowdin_charge:R:1
S -3.0829 0.3667 -1.8872 0.2239 0.0510 0.7117 0.602
S 0.7357 -0.2320 -0.3104 -0.3865 1.0657 0.8327 0.955
O -2.9893 -1.2004 -1.6106 0.2478 1.0515 -0.4712 -0.160
O -1.2455 3.8595 3.2264 0.0851 0.0430 -0.0359 0.019
O -1.5756 0.7435 -1.3796 -0.3030 0.0137 -0.0922 -0.170
O -3.2944 0.6302 -3.2409 0.5530 -0.3926 -2.0362 -0.184
O -3.9720 1.0280 -1.0299 -0.7208 0.2931 1.7714 -0.194
O 3.7445 2.7089 -0.2223 0.0360 -0.0229 -0.0692 0.024
O -2.0275 -0.0291 2.7521 -0.3262 -0.0534 1.8003 0.054
N -2.4555 4.6458 4.9758 0.0440 0.1808 0.0441 0.139
N 2.3655 -3.3489 0.7235 0.0057 -0.3218 0.2405 -0.007
N -2.5563 2.4180 4.3799 0.0597 -0.0540 -0.0803 0.157
N 3.9649 3.4719 1.9006 0.1381 0.0921 0.0345 0.148
N 2.8133 1.5203 1.4667 0.1589 -0.2099 -0.0145 0.140
C 3.5231 2.5766 0.9675 -0.0473 0.0038 0.0573 -0.681
C -0.8342 -0.4572 -1.2475 1.3742 -1.9433 -1.4369 -0.647
C 1.1182 2.1544 -2.8473 0.3130 0.0977 -0.3401 -0.068
C -1.6428 -2.9412 -0.7664 0.2465 0.3201 0.1794 -0.105
C -1.8701 -0.0128 1.5731 0.1672 -0.0578 -1.0419 -0.247
C -2.5204 -1.0961 0.7283 1.3572 0.5242 -0.2167 -0.044
C -0.0721 -3.1310 1.2686 0.7336 -0.1533 0.3541 -0.221
C -2.0334 3.6516 4.1322 -0.1167 -0.0995 0.0901 -0.691
C 1.1421 0.9010 -3.7398 0.2221 -0.1084 0.4825 -0.397
C 2.4044 0.0586 -3.4631 -0.0383 0.4054 -0.6724 -0.084
C -1.8684 -1.4203 -0.6596 -1.5405 -1.0930 0.7882 -0.384
C -0.1732 0.0885 -3.7420 1.0830 0.0747 -0.1023 -0.148
C 1.3174 -3.6181 1.7376 -0.0953 0.7875 -0.5149 -0.244
C -0.3276 -3.4704 -0.1888 -0.7335 -0.3749 -0.1076 -0.196
C -0.3506 -0.9854 -2.6586 -1.0631 0.4577 0.2364 -0.153
H -2.2652 1.6658 3.7744 -0.0145 -0.0759 0.0929 0.053
H 2.4700 0.8488 0.8011 0.0571 0.3015 0.1826 -0.014
H -3.2037 2.2275 5.1206 0.0067 0.0600 -0.0094 0.093
H -0.9967 0.7929 -3.7891 -0.2075 -0.1428 0.1315 0.096
H 1.5806 -3.0553 2.6304 -0.1443 -0.3025 0.3710 0.107
H 0.5400 -1.5772 -2.4861 0.2283 0.0396 -0.2158 0.085
H 3.7909 3.3827 2.8834 -0.0622 -0.0015 -0.0291 0.091
H -0.1858 -0.4498 -4.6904 -0.1054 -0.1257 -0.0578 0.121
H 1.2676 1.2665 -4.7579 -0.1746 -0.0070 -0.1643 0.120
H 2.1255 2.4262 -2.5338 0.1015 -0.0682 0.0730 0.068
H 0.5300 2.0502 -1.9428 -0.1504 -0.0107 0.0144 0.044
H 0.4879 -3.2003 -0.8494 0.2585 0.1279 0.1654 0.078
H 2.8880 -4.2031 0.5723 0.0776 0.1566 -0.2353 0.072
H -0.7904 -3.6215 1.9267 -0.2870 0.0282 -0.0986 0.119
H -1.2366 0.7829 1.1555 -0.3070 -0.0159 -0.4301 0.108
H 1.3570 -1.4312 -0.3772 -0.6099 -0.0608 -0.4374 -0.084
H 2.2992 -0.9693 -3.8119 -0.0090 -0.1432 0.2154 0.074
H -3.1022 4.5001 5.7269 0.0018 -0.0316 -0.0313 0.087
H -2.5285 -1.9833 1.3479 0.0220 -0.1368 0.1204 0.115
H -3.5584 -0.8092 0.5813 -0.0418 0.1110 -0.0761 0.132
H 2.7424 0.1235 -2.4350 -0.1591 -0.2805 0.2132 0.051
H -0.1270 -2.0681 1.4830 -0.1064 0.1286 -0.1544 0.061
H -2.4699 -3.4150 -0.2420 -0.1807 0.0582 0.0626 0.128
H 0.7598 3.0051 -3.4238 -0.3405 0.0833 0.1157 0.077
H -0.3874 -4.5606 -0.2405 0.0477 -0.0938 -0.1707 0.125
H -1.1029 -1.6759 -3.0375 -0.1070 0.0134 0.0081 0.112
H 4.4877 4.2600 1.5666 -0.0430 -0.0181 -0.0056 0.101
H 2.6186 1.3886 2.4412 -0.0593 0.0796 -0.0199 0.094
H 3.0332 -2.6703 1.0692 -0.0146 -0.0708 0.0426 0.068
H 3.2050 0.4896 -4.0641 0.1894 -0.0046 0.0591 0.076
H -1.7663 -3.2294 -1.8060 0.2365 -0.0406 -0.1420 0.121
H 1.2491 -4.6785 1.9675 0.2352 -0.1008 0.0319 0.108
H -2.0884 5.5659 4.8188 -0.0157 -0.0334 -0.0128 0.098
```
Positions in Å, forces in eV/Å.

## Properties
- SMILES = CC(C)CC[C@@]1(S)OS(=O)(=O)O[C@@]1(CC=O)CCCCN.NC(N)=O.NC(N)=O
- electronic energy (eV) = -59544.02291

---

Record 2
Molecular formula: C36H56BBr2FIN3O18PS
Method: DFT, ωB97M-V with the def2-TZVPD basis set

Structure (XYZ):
```
120
Properties=species:S:1:pos:R:3:forces:R:3:lowdin_charge:R:1
I -4.8599 1.2198 -2.1834 0.4859 -0.3064 0.2722 0.894
Br -3.1539 -1.1025 2.0114 -0.1857 0.4354 -0.4140 1.005
Br -1.6452 4.6102 1.9941 0.0755 -0.1550 -0.2687 0.693
S 1.8819 -0.7666 1.0473 0.5153 -0.1283 0.1682 0.902
P 1.3657 1.8128 0.2083 -0.4101 2.2756 0.7115 0.489
F 1.2447 -1.1660 -1.4466 -0.8947 -0.9464 -0.5669 -0.012
O -3.1234 3.4647 6.7769 -0.4070 -0.2289 -0.2181 0.066
O -2.2134 -4.3616 4.7256 0.0251 0.0343 -0.0970 0.153
O -3.3820 -4.2632 6.6485 0.0096 0.1623 -0.2030 0.074
O -3.5242 -3.3320 -0.0609 0.5613 1.2403 0.5999 0.057
O -3.5206 -4.4079 -2.6591 -0.1157 0.6597 0.4599 -0.060
O 4.0899 -1.1152 -8.0381 -0.0324 -0.0018 0.0743 0.167
O 1.9288 1.9875 1.7134 -0.1915 -0.6802 -0.1481 -0.191
O -2.7697 0.0042 -3.8056 0.3905 -0.2327 1.2717 0.037
O -4.4481 1.7172 7.3120 0.0087 -0.1110 -0.0166 0.160
O -3.5267 -2.5905 5.1761 0.0196 -0.1316 0.1136 0.015
O 5.9054 -1.0008 -6.7068 0.2160 -0.2898 -0.5256 0.033
O -4.6419 2.7217 5.3015 0.2504 0.0150 0.3161 0.056
O -0.7023 -2.0716 2.1524 0.2098 0.8910 -0.6565 -0.204
O 3.5493 4.6537 1.4657 0.0720 -0.0016 -0.1689 0.042
O 5.1287 5.4555 0.1090 -0.2224 -0.1155 0.1216 0.083
O 2.6806 1.6472 -0.6670 -0.4244 -0.8614 0.0567 -0.109
O 6.0612 -1.9359 -8.7443 -0.0494 0.0922 0.2424 0.071
O 3.1782 4.7461 -0.7568 0.0893 -0.2843 0.0983 0.148
N -0.6787 0.1082 1.1384 -1.0304 1.0103 -1.1384 -0.116
N -1.1186 -1.2297 -1.3605 0.1228 -0.0718 0.2460 -0.044
N 0.4843 3.0521 -0.0827 -0.0791 -0.6269 -0.6835 -0.107
C 3.1533 -0.2721 -4.7471 1.3745 0.8190 -1.0277 -0.057
C 4.7284 4.7978 2.2699 0.1620 -0.0661 0.3440 -0.104
C -1.9510 -2.7755 -3.4144 -0.7461 0.3717 -0.7433 -0.106
C -2.5496 1.9240 1.3727 -0.0016 0.2409 0.0641 -0.307
C -3.0292 0.1015 -2.6483 -0.5089 0.2310 -1.5253 -0.761
C -0.7434 -5.1121 1.3886 0.6695 -0.0003 -0.7853 -0.079
C -4.5424 -2.3449 6.1579 -0.2604 0.3036 0.1151 -0.105
C 0.4225 0.1831 0.2189 1.1573 -1.3455 0.7705 -0.474
C -2.4410 3.3211 0.7706 -0.9201 -0.2701 -0.5794 -0.607
C -4.0907 -3.2087 7.3111 -0.1363 0.0822 0.3002 -0.106
C 0.6318 -2.5243 4.0723 0.5859 0.7940 -0.9486 -0.048
C -0.8595 -2.1623 -2.5193 0.4782 -1.6533 -1.1814 -0.057
C -2.9691 -3.7957 5.4510 0.0551 -0.1087 -0.0030 -0.566
C -1.2415 1.2396 1.8647 -1.0038 0.7768 1.3677 -0.224
C -4.1067 2.5538 6.5424 0.0586 0.0302 0.0215 -0.560
C -2.8552 4.1317 5.5408 0.4995 0.2652 -0.0039 -0.142
C 5.5679 5.7416 1.4428 0.2650 0.1891 0.1959 -0.102
C -3.3989 -3.0150 -2.9944 -0.3987 -0.9311 -0.4918 -0.236
C 5.2417 -1.3330 -7.8533 -0.3126 0.1197 -0.0188 -0.566
C 1.2113 3.3061 -3.4325 0.2239 0.0641 -0.4750 -0.032
C -0.3854 -1.5566 3.4311 0.6830 -0.7993 2.2790 -0.284
C 1.8544 1.9739 -3.7926 -0.6262 1.0750 0.2985 -0.218
C 0.1466 -0.3707 -1.2807 2.3514 1.7857 0.9286 -0.340
C -4.1327 3.9506 4.7760 -0.3261 0.1837 -0.3823 -0.138
C -1.2921 -1.1690 1.2364 0.2295 -1.1006 0.6677 -0.648
C -1.1946 -2.0252 -0.0707 0.5224 -0.3574 0.3433 -0.081
C -2.3275 -0.3531 -1.3863 -0.5907 1.4870 0.1239 -0.143
C 0.2208 0.6833 -2.4094 -1.5132 -0.9575 -1.5606 -0.043
C 3.8889 4.9355 0.1832 0.0317 0.2823 -0.1241 -0.561
C -1.4871 -4.7916 0.0621 0.5234 0.7041 0.3732 -0.125
C 3.6041 0.9934 -5.1603 -0.3017 -0.7507 0.3896 -0.046
C 2.1108 -0.3509 -3.8828 -1.2456 -1.5835 0.9774 -0.054
C 7.1982 -1.6201 -6.7849 0.2554 0.0226 0.4306 -0.116
C 2.9162 2.0731 -4.6769 0.5934 0.5262 -0.4706 -0.051
C 7.3993 -1.8043 -8.2674 0.3367 -0.0206 -0.1485 -0.119
C 1.4296 0.7345 -3.3401 0.7140 0.9037 0.1860 -0.159
B -2.1375 -3.3437 0.0010 -0.9167 -1.8235 -0.4905 -0.458
H -3.8442 -3.6917 0.7791 -0.3284 -0.3343 -0.3152 0.118
H 0.4280 -3.5638 3.8170 -0.2215 0.0715 0.3695 0.072
H 4.4439 1.1473 -5.8249 -0.0725 -0.2772 -0.0235 0.105
H -3.2141 2.0307 2.2405 0.1958 -0.1945 -0.0207 0.092
H -0.2423 -2.9809 -2.1377 -0.3588 0.1971 0.5631 0.139
H -1.3582 -5.0365 2.2864 0.0186 -0.0197 -0.1199 0.068
H -2.0062 3.6442 5.0561 -0.0321 -0.0105 -0.0150 0.110
H -3.1362 1.3043 0.6864 0.2105 0.1071 -0.0046 0.033
H -4.3288 -4.4634 -2.1347 0.1390 -0.3567 0.0298 0.092
H -3.4609 3.6805 0.6006 0.1300 0.0515 0.2366 0.055
H 7.1642 -2.5702 -6.2483 -0.0348 -0.0009 -0.0311 0.134
H 3.2366 3.0545 -5.0198 -0.2002 0.0049 0.1643 0.121
H -4.9192 -3.6043 7.8927 0.0776 -0.1965 -0.0650 0.136
H 7.9559 -0.9844 -6.3329 -0.1520 0.1091 0.0551 0.133
H -3.8113 -2.3791 -2.2015 0.3497 -0.0985 0.0383 0.099
H -1.9795 3.3419 -0.2168 0.5889 0.1992 0.4624 0.038
H -3.9695 3.8750 3.7042 -0.0772 -0.1455 0.0213 0.084
H -5.5071 -2.6555 5.7524 0.0405 -0.0646 -0.0103 0.135
H 1.6090 -2.2574 3.6446 -0.0484 -0.3126 0.0976 0.055
H 0.1070 -4.4242 1.4710 -0.2091 -0.0240 0.2991 0.059
H -0.7388 -4.8019 -0.7527 -0.0788 -0.1668 0.1563 0.110
H 7.9844 -2.6888 -8.5072 -0.1654 -0.0586 -0.0905 0.135
H 5.1932 3.8178 2.3922 -0.0185 0.0006 -0.0593 0.138
H 1.7923 -1.3530 -3.6011 0.1724 0.1383 -0.0548 0.102
H -0.1967 -2.4745 0.0020 -0.0932 0.2102 -0.0690 0.128
H -4.0552 -2.8718 -3.8641 0.2967 0.3597 0.0318 0.131
H 1.2520 3.9333 -4.3297 -0.0786 -0.0439 0.1506 0.089
H -2.0061 -2.2160 -4.3533 0.1695 0.2649 0.3717 0.111
H 1.7279 2.9082 1.9492 -0.0125 -0.0088 -0.0323 0.075
H 7.8599 -0.9350 -8.7408 -0.0415 0.0161 0.0245 0.135
H -3.1174 -0.6880 -0.7037 0.3274 -0.5364 -0.1613 0.082
H -0.5641 2.0627 2.1065 0.5323 -0.4740 -0.6331 0.066
H 3.2922 2.3595 -0.4225 0.0146 0.0286 -0.2454 0.086
H -0.2875 -6.1032 1.3029 -0.2725 0.0127 0.2346 0.081
H 6.6344 5.5606 1.5471 -0.0095 -0.0511 -0.2239 0.138
H 1.5445 -2.0698 1.0590 -0.3543 0.2567 -0.2892 -0.099
H 4.4830 5.1973 3.2505 -0.2145 -0.0027 -0.0765 0.137
H 0.8719 3.5751 -0.8629 -0.2481 0.2702 0.1223 -0.007
H -1.5816 -3.7491 -3.7565 0.0686 0.0497 0.4005 0.139
H -4.8552 4.7457 4.9705 0.0031 -0.0302 0.0468 0.139
H -1.2316 -1.5183 4.1311 -0.4157 -0.0345 -0.7255 0.096
H 5.3629 6.7902 1.6632 -0.0563 -0.0221 -0.0338 0.139
H 0.0850 -0.5692 3.4564 -0.1642 -0.0168 -0.7201 0.109
H -0.1567 -1.7384 -3.2398 -0.2996 0.7188 0.3997 0.119
H -2.6127 5.1782 5.7101 0.0092 -0.0554 0.1949 0.136
H 3.6624 -1.1547 -5.1144 -0.2138 -0.0370 0.0503 0.102
H 0.7258 -2.3403 5.1439 -0.2886 -0.2555 -0.0576 0.087
H -1.4782 0.8848 2.8733 0.0790 -0.2125 -0.2303 0.094
H -0.1153 1.6738 -2.1101 0.3850 -0.1568 0.4435 0.088
H -0.5515 0.3889 -3.1462 -0.0664 0.0399 0.4041 0.123
H -2.0269 0.6040 -0.9331 0.0250 -0.1744 -0.0640 0.122
H -3.4036 -2.6889 7.9808 0.0234 0.0030 -0.0538 0.137
H 1.8061 3.8435 -2.6854 -0.2402 -0.1409 0.0885 0.065
H -2.2144 -5.5674 -0.1859 -0.0826 0.2100 0.0702 0.108
H 0.1567 3.2527 -3.1577 0.1727 0.0291 0.1698 0.073
H -4.5896 -1.2884 6.4129 0.1497 0.0331 -0.1350 0.130
```
Positions in Å, forces in eV/Å.

## Properties
- electronic energy (eV) = -251262.68150
- net charge = +1

---

| no. | gap between HOMO and LUMO (eV) |
| --- | --- |
| 1 | 9.9 |
| 2 | 8.5 |